Here is 17 unconnected molecules or ions with the total composition C30H82Cl16O26P4 from the Open Molecules 2025 dataset. Energies are from ωB97M-V/def2-TZVPD.

Output
HOMO in Ha: -0.34094

Geometry as ORCA input:
```
! wB97M-V def2-TZVPD RIJCOSX def2/J DEFGRID3
* xyz 0 1
C 7.4104 4.5971 -3.8063
O 7.6323 4.2674 -2.5105
P 6.7071 3.2146 -1.6757
O 6.9060 1.8271 -2.1157
O 7.0132 3.5877 -0.1043
C 6.1821 3.2636 0.9783
O 5.2097 3.7985 -1.9263
C 4.0908 3.1595 -1.3520
H 8.3404 4.4095 -4.3430
H 7.1571 5.6569 -3.8323
H 6.6225 4.1166 -4.3863
H 5.1850 2.8913 0.7428
H 6.1448 3.9719 1.8060
H 6.6599 2.4612 1.5403
H 4.2824 2.0950 -1.2167
H 3.2713 3.2524 -2.0647
H 3.7626 3.7391 -0.4892
C -2.1849 6.1914 0.6891
O -0.9592 6.1034 1.4088
P -0.9312 5.3086 2.8161
O -1.3810 3.9335 2.6081
O -1.8789 6.2357 3.8363
C -2.3515 5.6254 4.9734
O 0.5678 5.4748 3.4369
C 1.3099 6.6599 3.4092
H -2.5086 7.2104 0.4768
H -3.0086 5.6415 1.1444
H -1.9871 5.6297 -0.2238
H -1.6510 5.9052 5.7602
H -2.5184 4.5548 4.8547
H -3.3324 6.0252 5.2303
H 0.9510 7.4406 2.7385
H 2.3841 6.4961 3.3240
H 1.2128 7.1907 4.3563
C -0.1771 0.9158 9.0677
O -0.2529 1.0691 7.5964
P -1.2310 2.1920 6.8977
O -0.9311 3.6196 7.2394
O -2.7390 1.6985 7.1654
C -3.5108 2.1924 8.3579
O -1.0493 1.8847 5.2925
C -1.3886 0.7195 4.6697
H -0.7524 1.6532 9.6273
H 0.8653 1.1937 9.2235
H -0.3736 -0.1136 9.3674
H -3.0593 3.0956 8.7682
H -3.6463 1.3953 9.0890
H -4.5121 2.5630 8.1383
H -1.7237 1.0403 3.6834
H -2.2157 0.1052 5.0253
H -0.5512 0.0612 4.4384
C 3.3820 0.8045 -4.1587
O 2.1176 0.7850 -4.6292
P 1.7263 1.7141 -5.8526
O 1.4966 3.1826 -5.6650
O 3.0632 1.4268 -6.7448
C 3.7204 2.4488 -7.4082
O 0.5983 0.8985 -6.6637
C -0.6679 0.7012 -6.1745
H 3.8843 1.7179 -3.8400
H 4.0101 0.4065 -4.9556
H 3.3669 0.0974 -3.3294
H 4.6219 2.1631 -7.9502
H 3.8909 3.2565 -6.6964
H 3.0422 2.6775 -8.2303
H -1.5601 1.0610 -6.6870
H -0.6488 1.2317 -5.2225
H -0.7606 -0.3741 -6.0222
C -3.8820 1.7038 1.6976
C -5.1271 2.6991 2.2058
O -6.1941 2.0103 2.7828
O -4.0450 1.3793 0.3376
H -3.9865 0.7712 2.2521
H -2.8775 2.1195 1.7765
H -5.4968 3.2995 1.3745
H -4.6168 3.4316 2.8313
H -6.6906 1.5986 2.0718
H -3.2630 0.8431 0.1875
C -4.5448 -6.4531 1.7677
C -3.7559 -7.0200 2.9342
O -3.3907 -5.8099 3.6869
O -3.7980 -5.4553 0.9889
H -5.4839 -6.0370 2.1322
H -4.8587 -7.3276 1.1976
H -2.8376 -7.4903 2.5824
H -4.3828 -7.6083 3.6043
H -3.4718 -5.9628 4.6312
H -3.3067 -5.1532 1.7563
C 1.2889 -3.2531 -3.3097
C 2.5594 -2.8235 -4.0693
O 2.4721 -2.4033 -5.4479
O 0.3639 -2.2514 -3.6495
H 1.2839 -3.1837 -2.2219
H 0.9881 -4.2474 -3.6399
H 3.3593 -3.5431 -3.8948
H 2.9470 -1.9318 -3.5765
H 1.9475 -3.0573 -5.9156
H 0.5619 -1.8321 -4.4901
C 6.7499 -1.6117 -0.7943
C 6.8464 -1.7505 -2.2607
O 6.0653 -0.7635 -2.9343
O 7.6904 -0.6974 -0.3498
H 7.0416 -2.5505 -0.3234
H 5.7503 -1.2960 -0.4957
H 6.5019 -2.7577 -2.4950
H 7.8878 -1.6554 -2.5681
H 6.5404 0.0686 -2.8759
H 7.3062 0.1396 -0.6206
C -5.7196 -3.2969 -0.9626
C -5.1390 -2.1401 -0.0336
O -4.2861 -1.3905 -0.8435
O -6.1190 -4.3662 -0.1799
H -5.0095 -3.6096 -1.7281
H -6.4688 -2.8235 -1.5971
H -4.4008 -2.4803 0.6926
H -5.9577 -1.5174 0.3270
H -4.7256 -0.5628 -1.0516
H -5.3070 -4.8095 0.0768
C -0.3223 -2.4157 2.5725
Cl 0.0915 -3.5246 1.2297
Cl -2.0226 -1.9914 2.3036
H -0.3249 -2.9681 3.5121
H 0.2540 -1.4905 2.5785
C 3.4415 -4.7715 0.5814
Cl 4.3895 -3.3791 0.9747
Cl 4.5042 -6.1624 0.6911
H 2.6194 -4.9630 1.2710
H 3.0346 -4.8134 -0.4289
C -3.3981 2.1361 -2.8286
Cl -5.0405 1.9718 -3.4689
Cl -2.4774 3.0142 -3.9528
H -3.4237 2.7164 -1.9063
H -3.0006 1.1276 -2.7135
C -0.9656 -7.2100 -0.3215
Cl 0.2155 -6.4222 -1.4519
Cl -0.1729 -8.2286 0.8994
H -1.3638 -6.3967 0.2852
H -1.7938 -7.7475 -0.7833
C -0.4640 -0.8373 -1.1769
Cl -1.2997 0.4958 -0.3093
Cl 1.2278 -0.4081 -0.9267
H -0.6152 -1.8653 -0.8477
H -0.6724 -0.7174 -2.2400
C 1.7682 1.9664 2.8130
Cl 3.1113 3.0900 2.2816
Cl 2.4008 0.6251 3.7190
H 1.0909 2.5952 3.3910
H 1.1220 1.7107 1.9732
C -3.6939 -2.3273 -5.3306
Cl -5.2867 -2.7351 -4.6371
Cl -3.0971 -0.9020 -4.3762
H -2.9610 -3.1215 -5.1887
H -3.7038 -1.8701 -6.3200
C -4.6675 -6.4911 -2.6098
Cl -4.0241 -8.1605 -2.6445
Cl -3.3149 -5.3806 -2.6441
H -5.3888 -6.3207 -3.4090
H -5.1296 -6.3885 -1.6279
*
```

Here is 6 unconnected molecules or ions with the total composition C21H51ClN5O7 from the Open Molecules 2025 dataset. Energies are from ωB97M-V/def2-TZVPD.

Output
HOMO in Ha: -0.20054

Geometry as ORCA input:
```
! wB97M-V def2-TZVPD RIJCOSX def2/J DEFGRID3
* xyz -1 1
Cl -1.2553 -0.0986 1.8856
O -1.4854 -0.9445 3.0185
O -2.0967 -0.6722 0.9246
O -1.7108 1.2827 2.1339
O 0.1423 -0.0398 1.6531
C -0.9618 0.4525 -2.3250
C -0.5705 0.3185 -3.8033
N -0.6095 1.6395 -4.4700
C -1.9369 2.2353 -4.5558
C -2.0973 3.3531 -5.6143
C 0.4408 2.5784 -4.1223
C 1.8342 2.0645 -4.4619
H -1.1521 -0.5207 -1.8728
H -1.9525 0.9008 -2.2505
H -0.2189 0.9242 -1.6818
H 0.3040 -0.2393 -4.1384
H -1.2168 -0.3798 -4.3351
H -2.5927 1.4566 -4.9453
H -2.3919 2.6307 -3.6476
H -3.1647 3.5518 -5.7114
H -1.5620 4.2811 -5.4132
H -1.7132 3.0779 -6.5966
H 0.3246 2.8728 -3.0792
H 0.3171 3.5538 -4.5927
H 2.6343 2.7995 -4.5495
H 1.8874 1.7076 -5.4904
H 2.2037 1.3139 -3.7632
C 1.8647 -1.6511 -1.4612
C 1.1527 -2.7711 -0.7457
N 1.9756 -3.4496 0.2477
C 2.8003 -4.3596 -0.4298
C 3.7530 -4.9516 0.5469
C 1.3154 -3.7319 1.4576
C 0.2295 -4.8228 1.2230
H 1.1349 -1.0605 -2.0150
H 2.6040 -2.0425 -2.1601
H 2.3549 -0.9491 -0.7866
H 0.2154 -2.5100 -0.2543
H 0.8728 -3.5046 -1.5018
H 3.4805 -3.8876 -1.1389
H 2.1903 -5.0414 -1.0223
H 4.2388 -5.7918 0.0508
H 3.2000 -5.3274 1.4078
H 4.5290 -4.2749 0.9049
H 1.9518 -4.1357 2.2450
H 0.8217 -2.8448 1.8544
H -0.2204 -5.0945 2.1779
H -0.5397 -4.4571 0.5429
H 0.4878 -5.7815 0.7734
C 1.0827 -2.4724 5.2663
O 2.2679 -2.7309 5.0323
N 0.3318 -2.9796 6.2559
C -0.9015 -2.2936 6.6134
C 0.8297 -4.0901 7.0186
H 0.4489 -1.6529 4.8937
H -0.7946 -1.9731 7.6497
H -1.6767 -3.0424 6.4504
H -1.2483 -1.4948 5.9578
H -0.0186 -4.7495 7.2020
H 1.6875 -4.4683 6.4625
H 1.2069 -3.7005 7.9642
C -2.7967 3.5047 -0.2066
O -2.5061 4.7117 -0.2305
N -4.0550 2.9824 -0.2086
C -4.2322 1.5739 -0.3531
C -5.2523 3.7657 -0.4396
H -2.1471 2.6166 -0.2450
H -4.7730 0.9777 0.3819
H -3.2314 1.1535 -0.2545
H -4.6581 1.4047 -1.3421
H -5.9110 3.6414 0.4200
H -5.0013 4.8255 -0.3960
H -5.8701 3.5115 -1.3008
C 2.5381 5.1371 0.4752
O 1.7672 6.0265 0.7002
N 2.1560 3.8058 0.5551
C 3.1503 2.7083 0.4123
C 0.8344 3.3789 0.8249
H 3.6100 5.2379 0.2448
H 4.1169 3.1309 0.1382
H 2.7193 1.9911 -0.2863
H 3.2590 2.2880 1.4121
H 0.3389 2.6406 0.1945
H 0.7725 2.7565 1.7176
H 0.1437 4.2181 0.9073
*
```

Here is a molecular structure, C27H58O3P2PdSSi from the Open Molecules 2025 dataset. Energies are from ωB97M-V/def2-TZVPD.

Output
Expectation value of S²: 6.020
HOMO (spin up / spin down) in Ha: -0.43279 / -0.47821

Geometry as ORCA input:
```
! wB97M-V def2-TZVPD RIJCOSX def2/J DEFGRID3
* xyz 2 5
P -0.4453 3.3116 -4.8097
P -0.2801 -0.6968 -5.0220
C -0.1010 1.9989 -6.0452
C -0.8834 0.6653 -6.0682
H 0.9879 1.8233 -6.0512
H -0.3074 2.4977 -7.0051
H -1.9641 0.8113 -5.9138
H -0.7894 0.2395 -7.0771
C 1.2099 -1.2888 -5.8657
H 1.6369 -2.1429 -5.3178
H 1.9591 -0.4863 -5.9363
H 0.9238 -1.6077 -6.8783
C -1.5062 -1.9827 -4.9249
H -1.5311 -2.5105 -5.8879
H -2.5004 -1.5520 -4.7225
H -1.2522 -2.7009 -4.1363
C 0.7444 4.6313 -5.1703
H 0.8034 5.3353 -4.3301
H 0.4199 5.1755 -6.0673
H 1.7357 4.1943 -5.3455
C -2.0505 3.9991 -5.3363
H -2.7593 3.1986 -5.5935
H -1.8843 4.6247 -6.2213
H -2.4962 4.6160 -4.5436
Pd 0.3895 -0.6012 0.1037
C -0.8851 -0.3512 -2.6016
C 0.2711 -0.0631 -3.4561
C 1.1680 1.2045 -3.2677
C 0.6713 2.3115 -2.3594
C -0.3859 3.2797 -2.9731
C -1.7777 2.9377 -2.7002
C -2.2771 1.6379 -3.0958
C -1.9512 0.4836 -2.0969
C -0.0181 1.1310 0.9557
H -0.9132 -1.3869 -2.2443
H 0.9883 -0.8912 -3.2508
H 1.5153 1.5783 -4.2397
H 2.0969 0.8410 -2.8082
H 0.3233 1.8924 -1.4027
H 1.5469 2.9339 -2.0994
H -0.1364 4.3067 -2.6549
H -2.4522 3.6999 -2.3233
H -1.7955 1.3473 -4.0573
H -3.3597 1.6681 -3.3012
H -1.7704 0.8511 -1.0671
H -2.8559 -0.1449 -2.0037
H -0.7282 0.8633 1.7560
H -0.4200 1.8924 0.2753
H 0.9778 1.3752 1.3598
C 2.5465 1.9879 4.1066
C 2.5888 0.4752 3.8880
C 3.5872 0.1261 2.7923
C 2.9495 -0.1953 5.2101
O 1.2746 0.0850 3.4453
Si 0.3012 -1.2456 3.4474
S 0.2037 -2.2832 1.6739
O 0.7705 -2.2625 4.6718
C 1.3237 -3.6057 4.6775
C 2.5250 -3.7133 3.7466
C 1.7463 -3.8859 6.1203
C 0.2606 -4.6121 4.2638
O -1.1101 -0.5023 3.9035
C -2.4825 -0.9294 3.9995
C -3.0444 -1.1966 2.6116
C -2.5981 -2.1670 4.8820
C -3.2434 0.2286 4.6433
H 3.5358 2.3479 4.4148
H 1.8292 2.2366 4.8995
H 2.2575 2.5125 3.1887
H 4.5919 0.4423 3.1041
H 3.6007 -0.9536 2.5990
H 3.3267 0.6494 1.8624
H 2.2066 0.0585 5.9769
H 3.0086 -1.2855 5.1161
H 3.9315 0.1754 5.5405
H 3.3219 -3.0196 4.0407
H 2.9201 -4.7388 3.8088
H 2.2304 -3.5194 2.7058
H 0.8813 -3.8176 6.7934
H 2.1648 -4.8982 6.1929
H 2.5099 -3.1712 6.4564
H -0.6094 -4.5516 4.9310
H -0.0571 -4.4525 3.2256
H 0.6843 -5.6220 4.3450
H -2.4973 -2.0008 2.1037
H -4.0993 -1.4865 2.7031
H -2.9849 -0.2945 1.9920
H -2.1122 -1.9955 5.8508
H -3.6601 -2.3806 5.0606
H -2.1549 -3.0487 4.4064
H -2.8469 0.4461 5.6412
H -3.1654 1.1360 4.0351
H -4.3046 -0.0231 4.7449
*
```